No. 1
DFT (ωB97M-V with the def2-TZVPD basis set) results for one molecule with the formula C3H10N2S at a distorted geometry.

Each line ends with the Mulliken charge.
Geometry (Å):
N 2.8550 -0.2984 0.2117  -0.44
C 1.5343 -0.7501 0.0265  -0.39
N 0.5384 0.3321 -0.0011  -0.43
C -0.8022 -0.2013 -0.1930  -0.43
C -1.7941 0.9451 -0.0757  -0.73
S -3.5217 0.5580 -0.4229  -0.23
H 3.5736 -0.4215 -0.4463  0.17
H 3.2129 0.0056 1.0999  0.16
H 1.4340 -1.3794 -0.8698  0.36
H 1.2320 -1.4296 0.8340  0.28
H 0.8059 0.9507 -0.7560  0.24
H -0.9111 -0.7451 -1.1466  0.37
H -0.9852 -0.9170 0.5991  0.30
H -1.7665 1.2685 0.9631  0.35
H -1.5050 1.8017 -0.6805  0.30
H -3.9003 0.2809 0.8574  0.12

The total energy comes out at -627.97591 a.u. The value obtained for the largest force on an atom is 0.021 hartree/bohr. Its relative energy (zero: lowest compared OMol25 entry of this formula, charge and spin) is 49.2 kJ/mol. The LUMO energy is 0.0374 Ha.

No. 2
DFT (ωB97M-V with the def2-TZVPD basis set) results for one molecule with the formula C4H6O2.

Each line ends with the Mulliken charge.
Geometry (Å):
C -1.6369 -0.1973 0.6455  -1.14
C -0.1311 -0.3444 0.4627  -0.28
C 0.2893 -0.0529 -0.9477  0.61
O -0.3857 -0.0353 -1.9288  -0.46
C 2.2730 0.9873 -0.2940  -0.34
O 1.6955 0.1581 -1.1314  -0.22
H -1.9497 0.8356 0.4690  0.31
H -2.1869 -0.8312 -0.0553  0.29
H -1.9240 -0.4707 1.6649  0.35
H 0.1942 -1.3723 0.6773  0.27
H 0.4465 0.3089 1.1240  0.42
H 3.3158 1.0142 -0.6861  0.18

The total energy comes out at -306.38869 a.u. The value obtained for the largest force on an atom is 0.015 hartree/bohr. Its relative energy (zero: lowest compared OMol25 entry of this formula, charge and spin) is 308.8 kJ/mol. The LUMO energy is 0.0062 Ha.

No. 3
DFT (ωB97M-V with the def2-TZVPD basis set) results for one molecule with the formula C2H7N3 at a distorted geometry.

Each line ends with the Mulliken charge.
Geometry (Å):
C 2.2885 0.1165 -0.0752  -0.50
N 1.0137 -0.4833 0.1818  -0.47
C -0.1066 0.0607 -0.0672  -0.09
N -1.3195 -0.5996 -0.2288  -0.16
N -2.4363 0.3084 -0.0160  -0.50
H 2.6436 -0.3851 -1.0798  0.19
H 3.0283 -0.1318 0.7081  0.18
H 2.0309 1.1944 -0.1159  0.30
H -0.0618 1.1335 -0.2244  0.26
H -1.1818 -1.4548 0.3786  0.31
H -3.2386 -0.1636 -0.4790  0.26
H -2.6603 0.4046 1.0177  0.23

The total energy comes out at -244.59374 a.u. The value obtained for the largest force on an atom is 0.061 hartree/bohr. Its relative energy (zero: lowest compared OMol25 entry of this formula, charge and spin) is 214.3 kJ/mol. The LUMO energy is 0.0423 Ha.

No. 4
DFT (ωB97M-V with the def2-TZVPD basis set) results for a 4-piece molecular cluster, CH12NO3 overall at a distorted geometry.

Each line ends with the Mulliken charge.
Geometry (Å):
C -1.6488 -1.2172 0.7764  -0.75
N -0.7940 -0.6414 -0.3244  -0.14
H -2.6474 -0.7645 0.6064  0.38
H -1.6833 -2.2951 0.7905  0.30
H -1.4006 -0.8140 1.7689  0.32
H -1.3284 -1.0787 -1.0865  0.42
H 0.0931 -1.1482 -0.2504  0.23
H -0.5230 0.3295 -0.6035  0.31
H 2.2352 1.1437 -1.5329  0.30
H 1.5827 1.3964 -0.1343  0.34
O 1.4305 1.0297 -1.0113  -0.64
H 0.1237 4.2267 -0.0464  0.32
H -0.9663 3.3118 -0.3263  0.31
O -0.1551 3.3339 0.1993  -0.62
H 1.9557 -2.1042 -0.3571  0.31
H 2.2369 -2.4842 1.0424  0.32
O 1.4891 -2.2242 0.4894  -0.70

The total energy comes out at -325.51395 a.u. The value obtained for the largest force on an atom is 0.075 hartree/bohr. Its relative energy (zero: lowest compared OMol25 entry of this formula, charge and spin) is 136.1 kJ/mol. Its charge is +1. The LUMO energy is -0.1172 Ha.

No. 5
DFT (ωB97M-V with the def2-TZVPD basis set) results for one molecule with the formula C7H8N4 at a distorted geometry.

Each line ends with the Mulliken charge.
Geometry (Å):
C -0.8390 1.4429 0.9501  -1.31
C -0.6083 0.1541 0.1815  1.49
N 0.8051 0.0341 -0.0402  0.11
C 1.7298 0.8075 -0.8006  -0.33
C 2.9137 0.2220 -0.5977  -0.51
N 2.7802 -0.9576 0.0823  -0.65
C 1.5289 -1.0525 0.3964  -0.07
N -1.2000 -1.0009 0.9385  -0.70
C -2.0240 -1.5480 0.1198  -0.14
C -2.0509 -0.8003 -1.0985  -0.45
N -1.3786 0.2753 -1.0336  -0.60
H -1.8920 1.7994 0.8756  0.36
H -0.2179 2.1155 0.3236  0.31
H -0.6057 1.3568 2.0262  0.32
H 1.4780 1.7230 -1.2446  0.41
H 3.8666 0.5339 -0.7660  0.50
H 1.0392 -1.7373 1.0742  0.41
H -2.5490 -2.3972 0.4688  0.45
H -2.7761 -0.9707 -1.8559  0.41

The total energy comes out at -490.50828 a.u. The value obtained for the largest force on an atom is 0.055 hartree/bohr. Its relative energy (zero: lowest compared OMol25 entry of this formula, charge and spin) is 170.5 kJ/mol. The LUMO energy is -0.0154 Ha.

No. 6
DFT (ωB97M-V with the def2-TZVPD basis set) results for a 2-piece molecular cluster, C7H7N overall at a distorted geometry.

Each line ends with the Mulliken charge.
Geometry (Å):
C -2.5774 -0.0624 -0.1072  -0.06
C -1.9818 1.1891 -0.1004  -0.33
C -0.5076 1.2066 0.0960  -0.25
N 0.1708 0.0153 0.3222  -0.40
C -0.5133 -1.0149 0.2965  -0.24
C -1.8966 -1.2809 -0.1273  -0.65
H -3.6424 -0.0682 -0.2524  0.32
H -2.8784 2.0103 -0.0362  0.19
H -0.0438 2.0998 0.2250  0.47
H 0.1676 -1.8211 0.1928  0.39
H -2.3011 -2.1710 -0.3447  0.47
C 4.6273 -0.0208 -0.1466  0.03
C 3.4126 0.1083 -0.0656  -0.42
H 5.7259 -0.3147 0.0188  0.32
H 2.2380 0.1246 0.0292  0.16

The total energy comes out at -325.51413 a.u. The value obtained for the largest force on an atom is 0.157 hartree/bohr. Its relative energy (zero: lowest compared OMol25 entry of this formula, charge and spin) is 379.5 kJ/mol. The LUMO energy is 0.0115 Ha.

No. 7
DFT (ωB97M-V with the def2-TZVPD basis set) results for one molecule with the formula C4H8O2.

Each line ends with the Mulliken charge.
Geometry (Å):
C -0.5181 0.6923 1.7250  -0.82
C 0.7512 0.5198 1.3551  0.14
O 1.2755 0.5011 0.1071  -0.39
C 0.3868 0.5096 -1.0061  -0.42
C -0.1001 -0.8895 -1.3650  -0.41
O -1.1991 -1.3563 -0.6122  -0.53
H -1.3251 0.8543 1.0206  0.25
H -0.7661 0.6868 2.7794  0.24
H 1.5468 0.3792 2.0836  0.34
H -0.4606 1.1843 -0.8365  0.29
H 0.9804 0.9083 -1.8339  0.32
H -0.4351 -0.8796 -2.4075  0.34
H 0.7596 -1.5732 -1.2966  0.28
H -0.8960 -1.5373 0.2870  0.35

The total energy comes out at -307.64107 a.u. The value obtained for the largest force on an atom is 0.008 hartree/bohr. Its relative energy (zero: lowest compared OMol25 entry of this formula, charge and spin) is 187.4 kJ/mol. The LUMO energy is 0.0366 Ha.

No. 8
DFT (ωB97M-V with the def2-TZVPD basis set) results for a 7-piece molecular cluster, C18H45Cl2O18S5 overall at a distorted geometry.

Each line ends with the Mulliken spin population.
Geometry (Å):
O 0.7484 -0.3716 -0.4782  0.00
C -0.4389 -0.1686 -0.9774  -0.11
O -0.9123 -0.8639 -1.8580  0.49
O -1.1747 0.7462 -0.5120  0.58
H 0.7889 0.3677 0.1328  0.04
Cl 4.0626 1.8450 -3.3796  0.00
C 2.5285 1.1715 -2.8369  0.00
C 2.7425 -0.3053 -3.1048  0.00
Cl 2.9108 -0.9251 -4.8507  0.00
H 1.7235 1.5261 -3.4806  0.00
H 2.4022 1.2671 -1.7584  0.00
H 1.8903 -0.8594 -2.7114  0.00
H 3.5698 -0.7332 -2.5387  0.00
O -2.3465 2.6361 -2.9214  0.00
S -1.1942 3.5199 -3.0628  0.00
O -0.1401 3.1194 -3.9894  0.00
O -1.6580 5.0874 -3.3056  0.00
C -2.7724 5.4609 -2.5307  0.00
C -3.1249 6.8148 -3.0928  0.00
C -0.4045 3.7263 -1.3089  0.00
H -2.5142 5.5520 -1.4757  0.00
H -3.6359 4.8650 -2.8264  0.00
H -2.2844 7.5037 -3.0083  0.00
H -3.9325 7.2366 -2.4946  0.00
H -3.4056 6.6460 -4.1324  0.00
H 0.2063 4.6279 -1.3562  0.00
H 0.3668 2.9703 -1.1623  0.00
H -1.2479 3.7732 -0.6200  0.00
O -3.0310 -1.9100 -0.1923  0.00
S -2.3284 -3.1981 -0.0752  0.00
O -1.0674 -3.2979 0.7114  0.00
O -3.4156 -4.2682 0.5938  0.00
C -2.9590 -5.5890 0.7651  0.00
C -4.0644 -6.3543 1.4977  0.00
C -2.0075 -3.8841 -1.7347  0.00
H -2.0640 -5.5649 1.3868  0.00
H -2.6727 -6.1770 -0.1069  0.00
H -3.7610 -7.3918 1.6375  0.00
H -4.9566 -6.3905 0.8726  0.00
H -4.1776 -5.8110 2.4359  0.00
H -2.9798 -4.1333 -2.1595  0.00
H -1.4212 -4.7928 -1.5979  0.00
H -1.4384 -3.2237 -2.3890  0.00
O 1.8723 1.2558 1.5763  0.00
S 2.3692 2.6178 1.9091  0.00
O 3.4878 2.7171 2.8667  0.00
O 2.7446 3.4888 0.4913  0.00
C 3.5579 4.6684 0.5502  0.00
C 3.6213 5.2181 -0.9382  0.00
C 0.9745 3.6951 2.4812  0.00
H 4.5142 4.3965 0.9972  0.00
H 3.0020 5.3375 1.2069  0.00
H 4.0207 6.2282 -0.8471  0.00
H 2.5839 5.3957 -1.2215  0.00
H 4.1429 4.6520 -1.7100  0.00
H 0.0331 3.6750 1.9321  0.00
H 1.4125 4.6931 2.4744  0.00
H 0.7181 3.3624 3.4870  0.00
O -3.7317 0.3643 1.2168  0.00
S -3.0784 -0.0086 2.4878  0.00
O -3.7920 0.1754 3.7648  0.00
O -2.7904 -1.6987 2.5648  0.00
C -1.9716 -2.2246 3.6158  0.00
C -2.6413 -3.5273 4.0093  0.00
C -1.3097 0.6710 2.6251  0.00
H -2.0146 -1.6142 4.5178  0.00
H -0.9440 -2.2719 3.2553  0.00
H -2.1951 -4.1519 4.7831  0.00
H -2.5274 -4.1492 3.1214  0.00
H -3.6342 -3.3107 4.4035  0.00
H -1.2697 1.6835 2.2234  0.00
H -0.6384 0.0290 2.0548  0.00
H -1.0703 0.5196 3.6777  0.00
O 3.9961 -3.2525 -2.1174  0.00
S 3.4311 -4.2446 -1.1702  0.00
O 3.7670 -5.6630 -1.1962  0.00
O 3.6759 -3.7086 0.3736  0.00
C 3.7684 -2.2575 0.5361  0.00
C 3.0652 -1.9776 1.8234  0.00
C 1.6188 -3.9350 -1.1594  -0.01
H 3.4217 -1.6149 -0.2732  0.00
H 4.8216 -1.9766 0.5277  0.00
H 2.0836 -2.4331 1.6929  0.00
H 2.9917 -0.9410 2.1524  0.00
H 3.4901 -2.5066 2.6764  0.00
H 1.3360 -4.2372 -0.1511  0.00
H 1.1884 -4.5229 -1.9701  0.00
H 1.4890 -2.8656 -1.3257  0.01

The total energy comes out at -4978.23035 a.u. As for the multiplicity: 2. The value obtained for the largest force on an atom is 0.073 hartree/bohr. Its relative energy (zero: lowest compared OMol25 entry of this formula, charge and spin) is 98.9 kJ/mol. The LUMO energy (spin up / spin down) is -0.0099 / -0.1312 Ha.

Q: The highest relative energy (zero: lowest compared OMol25 entry of this formula, charge and spin) belongs to which entry?
A: C7H7N

Copy entry 5 word for word.
DFT (ωB97M-V with the def2-TZVPD basis set) results for one molecule with the formula C7H8N4 at a distorted geometry.

Each line ends with the Mulliken charge.
Geometry (Å):
C -0.8390 1.4429 0.9501  -1.31
C -0.6083 0.1541 0.1815  1.49
N 0.8051 0.0341 -0.0402  0.11
C 1.7298 0.8075 -0.8006  -0.33
C 2.9137 0.2220 -0.5977  -0.51
N 2.7802 -0.9576 0.0823  -0.65
C 1.5289 -1.0525 0.3964  -0.07
N -1.2000 -1.0009 0.9385  -0.70
C -2.0240 -1.5480 0.1198  -0.14
C -2.0509 -0.8003 -1.0985  -0.45
N -1.3786 0.2753 -1.0336  -0.60
H -1.8920 1.7994 0.8756  0.36
H -0.2179 2.1155 0.3236  0.31
H -0.6057 1.3568 2.0262  0.32
H 1.4780 1.7230 -1.2446  0.41
H 3.8666 0.5339 -0.7660  0.50
H 1.0392 -1.7373 1.0742  0.41
H -2.5490 -2.3972 0.4688  0.45
H -2.7761 -0.9707 -1.8559  0.41

The total energy comes out at -490.50828 a.u. The value obtained for the largest force on an atom is 0.055 hartree/bohr. Its relative energy (zero: lowest compared OMol25 entry of this formula, charge and spin) is 170.5 kJ/mol. The LUMO energy is -0.0154 Ha.

Q: Which value of relative energy (zero: lowest compared OMol25 entry of this formula, charge and spin) does entry 4 give?
A: 136.1 kJ/mol

Q: Number 6 is which compound?
A: C7H7N